Below is a single C9H14ClP molecule, with properties calculated with ωB97M-V with the def2-TZVPD basis set.

Last column: Löwdin charge in e.
Cartesian coordinates (Å):
C1 1.3874 -1.3506 -0.4671  -0.06
C2 1.0931 0.1369 -0.3813  -0.78
C3 2.0174 0.9461 -1.0540  -0.24
C4 1.1930 0.4704 1.1007  -0.14
P1 -0.4806 0.9807 -1.0274  0.80
Cl1 -1.0626 2.4499 0.3400  0.32
C5 -1.6835 -0.3634 -0.5179  -0.48
C6 -2.9687 0.1138 -1.1552  -0.16
C7 -3.8023 0.2935 -0.1681  -0.13
C8 -3.1646 0.0799 1.1154  -0.11
C9 -1.8924 -0.2834 0.9435  -0.17
H1 2.4351 -1.5104 -0.5807  0.08
H2 1.1124 -1.9178 0.4485  0.10
H3 0.8696 -1.8026 -1.2605  0.05
H4 3.1130 0.9797 -0.7745  0.11
H5 1.6527 1.9322 -0.7907  0.05
H6 2.1150 0.7293 -2.1846  0.12
H7 0.6848 1.3686 1.4065  0.01
H8 0.9439 -0.3714 1.5757  0.02
H9 2.1869 0.6930 1.3662  0.08
H10 -1.0977 -1.2596 -0.8866  0.12
H11 -3.1496 0.2579 -2.2058  0.10
H12 -4.7243 0.7758 -0.3312  0.09
H13 -3.7980 0.1841 1.9895  0.10
H14 -1.0997 -0.3855 1.6960  0.10

The largest force on an atom is 6.3 eV/Å. The total energy is -1152.78783 hartree.